C13H16S | the ωB97M-V functional and the def2-TZVPD basis

The geometry in XYZ format:
```
30
Properties=species:S:1:pos:R:3:forces:R:3
S -3.5188 2.1133 0.5676 1.0 -0.8 -0.7
C 1.1784 2.7142 -0.6764 -0.5 -2.1 -0.9
C -2.1240 -0.1013 -0.0262 2.5 -0.1 -0.3
C -1.5892 -2.8261 -0.0864 -0.6 1.2 0.6
C -0.7606 -0.5744 -0.3022 -1.0 -0.5 1.2
C 2.3465 -0.8785 0.5336 -0.5 0.5 -2.1
C -2.8430 -2.4018 0.3417 -0.1 0.4 -1.0
C 0.1840 1.6079 -0.4428 -1.1 0.5 1.9
C -2.3873 1.2440 -0.4351 -1.7 0.2 0.4
C 2.7138 0.2212 1.4762 -1.5 1.4 0.8
C 1.7627 -0.2750 -0.7684 0.0 -1.0 -1.2
C -0.5582 -1.9341 -0.3067 -0.5 -1.3 -0.6
C -3.0965 -1.0427 0.3536 3.0 -0.4 -0.7
C 0.3847 0.2564 -0.4835 0.0 3.4 -1.2
H 3.0334 -0.2117 2.4276 0.3 0.5 0.0
H 1.7397 0.8484 1.7079 1.9 -1.1 -0.4
H 3.4593 0.9215 1.0058 -0.5 -0.8 0.7
H 1.7476 -1.0743 -1.5269 -0.6 -0.3 0.3
H 1.5704 2.6042 -1.6627 0.4 0.2 -0.9
H -4.0288 -0.6817 0.2568 -3.5 0.9 0.5
H -0.7717 2.0314 0.0432 1.5 -1.0 -0.7
H 1.9899 2.5457 -0.0347 1.3 0.0 1.1
H 3.1833 -1.4385 0.1504 0.6 -0.5 0.5
H 0.8068 3.6811 -0.5370 -0.8 1.3 0.2
H 0.3572 -2.3812 -0.6880 0.0 0.4 0.2
H -3.6989 -3.0623 0.3317 0.1 -0.3 0.4
H 2.4486 0.3686 -1.3652 -0.5 0.5 1.2
H -3.6401 3.1060 -0.3113 -0.3 0.4 0.0
H -1.4478 -3.8085 -0.3861 0.3 -1.9 0.0
H 1.5586 -1.5721 0.8432 0.5 0.1 0.7
```
Forces are in eV/Å.

Results
ΔE to the lowest compared entry with this formula, charge and spin: 266.8 kJ/mol
LUMO energy (spin up / spin down): -0.24 / -0.24 eV
energy: -24571.40791 eV

Atom charges from the Mulliken analysis, given in e for atoms 1 to 2:
1 S -0.144
2 C -1.454